Model A:
The following is a DFT calculation (wB97M-V/def2-TZVPD) of a single C4H10NO2 molecule.

The geometry in ORCA input format:
```
! RIJCOSX wB97M-V def2-TZVPD def2/J DEFGRID3
* xyz 0 2
O -1.193 -0.960 -0.061
C -0.959 0.314 0.033
C -0.621 1.030 -1.277
C 0.442 0.289 -2.081
H -1.689 0.848 0.665
H -0.336 2.053 -1.023
H -1.539 1.045 -1.874
H 1.375 0.221 -1.524
H 0.609 0.734 -3.061
H 0.064 -0.722 -2.248
N 0.915 -1.506 1.482
C 0.560 -0.163 1.929
O 0.349 0.726 0.901
H 0.799 -2.137 2.268
H 0.227 -1.769 0.756
H -0.363 -0.229 2.539
H 1.359 0.223 2.574
*
```

- LUMO level (spin up / spin down): 0.95 / -2.76 eV


Model B:
The following is a DFT calculation (wB97M-V/def2-TZVPD) of a single C4H10NO2 molecule.

The geometry in ORCA input format:
```
! RIJCOSX wB97M-V def2-TZVPD def2/J DEFGRID3
* xyz 0 2
C -1.592 0.687 -0.442
O -2.752 0.074 -0.258
C -0.309 -0.172 -0.310
C 0.415 0.228 0.973
C 1.774 -0.488 1.103
O 2.533 -0.415 0.037
N 0.319 -0.142 -1.679
H -1.525 0.998 -1.640
H -1.583 1.446 0.293
H -2.845 -0.786 -0.463
H -0.522 -1.271 -0.221
H 0.693 1.350 0.717
H -0.432 0.407 1.708
H 2.247 0.073 2.046
H 1.748 -1.498 1.569
H 0.772 -1.014 -1.834
H 1.058 0.524 -1.598
*
```

- LUMO level (spin up / spin down): 0.89 / -1.94 eV


Energy ordering: model A at the bottom, the next structure 0.0528 hartree above.